93
Properties=species:S:1:pos:R:3:forces:R:3 method="wB97M-V/def2-TZVPD" e_tot_ha=-8582.343258 fmax_ev_per_a=2.87 homo_lumo_gap_ha="0.1690 / 0.2145" e_homo_ev="-0.418 / -1.656" multiplicity=2 relative_energy_kcal_mol=3.6 total_charge=-2
Hg 1.06676 1.00696 -0.88237 0.29 -1.46 0.07
S -1.89969 6.07359 2.58676 -0.25 0.09 0.99
Sb -0.53335 5.96765 0.80788 0.34 0.76 -0.98
S 1.01096 4.09674 1.03300 0.35 -0.03 0.42
S -0.26269 2.86495 -0.03188 -0.41 -0.57 -0.43
F 3.69148 1.78018 1.40334 1.35 1.00 -2.26
C 4.49498 2.08844 0.27864 -1.19 -0.47 1.13
F 5.57777 2.72757 0.77413 -0.72 0.22 -0.63
F 3.75470 2.89053 -0.56310 1.57 -1.05 1.53
C 4.88297 0.73581 -0.42932 -1.10 -0.87 -0.86
O 3.66040 0.11436 -0.57282 2.07 1.34 0.28
C 5.88858 -0.12467 0.45294 -1.68 0.32 0.46
F 7.15634 0.29624 0.33076 -0.17 -0.64 0.07
F 5.51586 0.02047 1.76905 0.85 -0.52 -1.26
F 5.77133 -1.45558 0.14274 0.69 1.66 0.40
C 5.46758 0.94242 -1.91171 -0.66 -0.79 0.02
F 4.45471 1.36650 -2.74020 1.73 -0.61 0.89
F 6.49316 1.81319 -1.99459 -0.53 -0.29 -0.09
F 5.93624 -0.28457 -2.38608 -0.67 1.86 0.51
C -5.27517 0.45388 -3.55575 -0.40 0.83 1.40
C -5.81231 1.53597 -2.51239 -0.78 -0.99 -0.39
C -5.05331 2.84648 -2.31210 0.87 -0.14 -1.65
C -3.70653 2.62740 -1.62672 0.98 -0.22 0.64
N -3.83039 2.19697 -0.22617 -0.21 -0.63 1.07
C -3.60436 0.90963 0.24560 -0.24 1.56 0.58
Se -3.14090 -0.49992 -0.74292 0.39 -1.12 -0.71
N -3.80035 0.90083 1.61159 -0.40 0.07 -0.69
C -3.63380 -0.34383 2.40971 0.60 0.50 -0.01
C -2.13503 -0.66164 2.70693 -0.54 1.36 -0.55
C -1.47415 0.16633 3.84684 0.28 -1.02 -0.98
C -1.07716 1.63259 3.64970 -0.56 0.43 1.01
C -4.23801 2.18359 2.00452 0.14 0.01 0.12
C -4.58665 2.72651 3.24834 0.36 -0.31 -0.41
C -4.81522 4.09875 3.28128 -0.77 0.92 1.57
C -4.74003 4.92445 2.15065 0.11 0.10 -0.52
C -4.47703 4.36738 0.89636 0.91 0.56 -0.40
C -4.20684 2.99752 0.85904 -0.13 0.03 -0.36
H -5.63136 -0.49311 -3.15128 0.13 -0.17 -0.33
H -4.20687 0.42626 -3.54427 0.78 -0.14 0.29
H -5.52938 0.52812 -4.60660 -0.63 0.49 -0.10
H -5.85093 1.00570 -1.53431 0.07 0.32 -0.53
H -6.87253 1.74452 -2.76610 0.45 0.02 0.10
H -5.65174 3.57843 -1.73605 0.27 -0.29 -0.42
H -4.77241 3.26024 -3.34996 -0.65 -0.20 1.44
H -3.09087 3.54759 -1.66306 -0.27 -0.40 0.24
H -3.07982 1.81425 -2.05785 -0.62 0.59 -0.18
H -4.09840 -1.17782 1.86852 0.20 0.34 -0.17
H -4.19743 -0.24121 3.33703 -0.01 0.30 0.11
H -1.59593 -0.51054 1.75337 -0.08 -0.44 0.42
H -2.08924 -1.69748 3.04067 0.06 -0.19 -0.32
H -0.56590 -0.45426 4.01910 -0.35 0.63 0.49
H -2.17499 0.02390 4.66080 0.12 0.21 0.74
H -0.77913 2.06190 4.63635 -0.08 -0.38 -0.54
H -1.90538 2.29451 3.33050 0.47 -0.44 -0.17
H -0.21930 1.76213 3.00096 -0.06 0.00 -0.39
H -4.58494 2.10318 4.15317 -0.04 0.41 -0.42
H -5.06205 4.58501 4.28316 0.48 -0.74 -1.46
H -4.74706 6.02923 2.21552 -0.24 -0.95 0.21
H -4.21133 5.03848 0.01939 -0.62 -1.02 1.14
C 3.19992 -2.78077 3.73271 0.31 0.31 0.65
C 2.72946 -1.49482 3.38462 0.54 -0.42 0.82
C 2.55732 -1.12906 2.07719 0.40 0.37 -0.77
C 2.85703 -2.02266 1.04370 -0.87 0.32 -0.69
C 3.13210 -3.31733 1.39884 0.19 -1.14 -0.21
C 3.39601 -3.70014 2.72723 -0.02 -1.00 -0.97
Ge 2.61294 -1.49010 -0.87478 -2.72 0.65 0.65
C 3.59985 -2.29552 -2.32372 -0.07 0.91 0.59
C 4.56389 -3.22347 -2.13634 1.93 -1.57 0.55
C 5.19123 -3.89533 -3.19714 -0.31 -0.10 0.55
C 4.78416 -3.62347 -4.49011 0.77 -0.03 -1.06
C 3.81158 -2.65170 -4.70940 0.20 0.06 0.45
C 3.27577 -1.98142 -3.60931 -0.76 0.86 -2.32
C 0.95386 -2.62613 -1.29874 -1.42 -1.30 -0.34
C 0.21089 -3.34805 -0.29269 0.53 0.82 -0.06
C -0.94254 -4.06548 -0.55546 0.00 0.03 -1.78
C -1.39799 -4.21776 -1.90046 -0.62 -0.76 1.37
C -0.73077 -3.55018 -2.88589 1.39 0.63 -1.22
C 0.42944 -2.76230 -2.61647 -0.92 -0.72 1.44
H 3.46135 -3.05102 4.77650 -0.35 0.35 -0.71
H 2.62162 -0.71078 4.12042 -0.23 -0.17 0.35
H 2.24910 -0.11329 1.83829 0.09 -0.14 0.06
H 3.05559 -4.08526 0.61037 0.59 0.25 0.41
H 3.75702 -4.75155 2.85563 -0.46 1.06 0.37
H 4.94622 -3.38374 -1.12651 -0.19 -0.29 -0.18
H 5.95063 -4.64975 -2.97589 -0.10 0.34 -0.17
H 5.34477 -4.03706 -5.36167 -0.69 0.03 0.78
H 3.50501 -2.39521 -5.72041 0.09 0.05 0.16
H 2.60510 -1.14062 -3.83552 0.14 -0.40 0.28
H 0.53370 -3.32535 0.76323 -0.07 0.20 -0.64
H -1.49580 -4.51649 0.24139 -0.15 -0.30 0.40
H -2.24464 -4.91345 -2.14400 0.77 0.92 0.33
H -1.00768 -3.67039 -3.95567 0.00 0.11 0.84
H 0.88003 -2.29303 -3.47062 0.18 0.21 -0.05